# 1
# C6H14OS3

A 2-piece molecular cluster, C6H14OS3 overall at a distorted geometry (ωB97M-V/def2-TZVPD, OMol25).

```
24
Properties=species:S:1:pos:R:3:forces:R:3:nbo_charge:R:1
C -3.62668 0.46207 0.89696 0.11 1.54 2.02 -0.62
C -2.81632 1.52648 0.18905 0.35 0.47 0.56 -0.44
C -1.53833 0.85950 -0.25490 -0.62 1.46 -2.59 -0.45
S -1.85319 -0.16629 -1.82415 0.52 0.64 0.54 -0.08
S -0.38899 2.17771 -0.67591 0.98 -0.38 -1.16 0.52
O 0.18440 2.53962 0.80654 -1.42 0.43 1.37 -0.88
H -3.78698 -0.40910 0.26493 -0.08 -0.13 0.23 0.21
H -4.62183 0.98916 1.15182 1.43 -1.46 0.25 0.22
H -2.87389 0.25422 1.82053 -2.58 -0.14 -1.68 0.20
H -2.50180 2.29299 0.98599 -0.68 -0.71 -1.35 0.22
H -3.30639 1.99483 -0.69562 0.29 -0.13 0.82 0.22
H -1.19594 0.21167 0.48624 1.04 -1.06 1.09 0.22
H -1.20635 0.63500 -2.71677 -0.23 -0.20 0.47 0.14
H 1.11370 2.70860 0.91106 0.80 -0.36 -0.56 0.50
C 2.65203 -1.73113 -1.18806 2.15 2.43 -1.59 -0.60
C 3.49377 -1.03247 -0.01133 -1.80 0.46 -1.31 -0.49
C 3.73945 0.41604 -0.35911 -0.62 1.26 -1.77 -0.20
S 3.33991 1.78801 0.45922 0.64 -1.54 -0.32 -0.01
H 3.45057 -1.85163 -2.01907 -1.43 -0.23 1.10 0.20
H 1.96842 -0.95672 -1.61617 0.02 -0.96 0.48 0.22
H 2.17517 -2.67874 -0.98536 -0.03 0.00 0.36 0.23
H 4.39514 -1.60336 -0.02230 0.81 -0.19 0.86 0.24
H 2.90194 -0.98732 0.88810 0.29 -0.60 0.67 0.22
H 4.02246 0.63211 -1.44952 0.08 -0.61 1.51 0.19
```
Positions in Å, forces in eV/Å.

**Orbital gap**: 7.78 eV
**Lowest unoccupied orbital energy**: -0.02100 hartree
**SMILES**: CC[C@@H](S)SO.CCC=S
**Strongest force on any atom**: 3.61 eV/Å

# 2
# C5H2F4O

An isolated molecule of C5H2F4O at a distorted geometry (ωB97M-V/def2-TZVPD, OMol25).

```
12
Properties=species:S:1:pos:R:3:forces:R:3:nbo_charge:R:1
C -0.29640 -0.57958 -0.29636 0.16 1.60 -0.81 -0.30
C -0.12148 0.00820 0.98018 -0.24 0.42 0.06 0.25
C -1.15553 -1.53818 -0.79840 -0.05 -1.20 -2.43 -0.41
C 0.46937 0.31032 -1.09924 0.74 -0.86 -1.03 0.82
C 0.75645 1.17526 0.94543 -0.93 -0.08 -0.32 0.83
O 1.16514 1.25684 -0.49222 -0.74 0.27 1.18 -0.45
F -0.63994 -0.29217 2.17774 -0.12 -0.34 -0.60 -0.29
F 0.74236 0.24854 -2.43128 -0.85 0.00 2.60 -0.28
F 1.81075 0.97643 1.69572 1.66 0.37 0.33 -0.29
F 0.21585 2.35362 1.40717 0.45 -0.73 -1.16 -0.31
H -1.83906 -2.08813 -0.18283 -0.06 -0.05 0.26 0.21
H -1.10752 -1.83114 -1.90592 -0.03 0.60 1.93 0.21
```
Positions in Å, forces in eV/Å.

**Orbital gap (alpha / beta)**: 6.94 / 6.86 eV
**Lowest unoccupied orbital energy (alpha / beta)**: -0.03640 / -0.03601 hartree
**Strongest force on any atom**: 2.74 eV/Å